Formula: C9H13GaNOS
Source: the Open Molecules 2025 dataset
Level of theory: ωB97M-V with the def2-TZVPD basis set

Lowest unoccupied orbital energy in eV: 3.10
Net charge: -1
Largest force on an atom in eV/Å: 4.7
HOMO-LUMO gap in eV: 7.368
Total energy in eV: -76289.2489

Each line ends with the Löwdin charge.
Cartesian coordinates (Å):
O (-0.16175, 2.29437, -2.59104)  -0.016
C (-0.43909, 1.10323, -2.27375)  -0.393
C (0.74386, -0.00389, -2.28243)  -0.199
C (1.77665, 0.14194, -1.04505)  -0.351
Ga (2.02953, -1.60024, 0.05413)  0.011
S (3.32363, -1.10070, 1.94037)  0.079
N (-1.82483, 0.71107, -1.84809)  0.028
C (-1.65650, 0.38275, -0.38438)  -0.199
C (-1.11089, 1.57624, 0.49456)  -0.021
C (-0.85755, 1.35871, 2.00611)  -0.067
C (-1.16672, -0.06129, 2.60481)  -0.077
C (-1.72385, -1.24610, 1.74077)  -0.094
C (-1.95850, -1.03293, 0.20203)  -0.026
H (0.33812, -1.07150, -2.37277)  0.091
H (1.32882, 0.19967, -3.25649)  0.108
H (2.81051, 0.37351, -1.51924)  0.044
H (1.54508, 1.00782, -0.33683)  0.036
H (0.62892, -2.13378, 0.60805)  -0.117
H (2.81660, -2.75181, -0.74128)  -0.124
H (2.58836, -0.22770, 2.76437)  -0.269
H (-2.42317, 1.56187, -1.91103)  0.111
H (-0.89881, 2.59365, 0.02836)  0.098
H (-0.45687, 2.23665, 2.60762)  0.081
H (-0.96102, -0.15961, 3.73610)  0.082
H (-1.95627, -2.25129, 2.22509)  0.083
H (-2.33428, -1.90064, -0.45000)  0.099